The following is a quantum chemistry calculation of 2 unconnected molecules or ions with the total composition C6H14NO, from the OMol25 dataset.

Each line ends with the Mulliken charge.
Element x y z (Å)
C: 1.96337 -0.31644 -1.05913  0.88
C: 2.71659 -0.40646 0.13526  -0.89
C: -1.41272 -1.58759 -0.58857  -1.33
C: -0.38862 1.99321 0.01638  -1.35
C: -0.64361 0.05212 1.55028  -1.10
C: -1.28181 -0.11852 -0.85762  -0.36
N: -0.51993 0.57751 0.13527  0.34
O: 1.53475 -0.24774 -2.10868  -0.10
H: 3.57526 -1.05734 -0.09396  0.36
H: 3.15172 0.52142 0.60308  0.35
H: 2.16074 -0.72180 0.98350  0.25
H: -0.56275 -2.14989 -0.61023  0.37
H: -2.01348 -1.78091 0.34439  0.35
H: -2.15262 -2.03373 -1.33779  0.34
H: 0.04524 2.24790 -0.88564  0.41
H: -1.26711 2.48804 0.27225  0.44
H: 0.30542 2.34887 0.66893  0.46
H: -0.06918 0.72120 2.20194  0.31
H: -1.72171 0.04170 1.82989  0.33
H: -0.20699 -1.02455 1.52881  0.35
H: -2.40133 0.40530 -0.82810  0.26
H: -0.81123 0.04771 -1.90026  0.32

Cartesian forces (eV/Å) of the 6 atoms listed first:
C -1.80 1.44 -1.64
C 1.90 0.49 0.77
C -5.18 0.20 -0.19
C -0.76 -1.67 0.06
C 0.20 -0.76 -1.81
C -2.29 1.90 -0.99

Calculated values
Spin multiplicity: 1
LUMO: -5.164 eV
Relative energy (zero: lowest compared OMol25 entry of this formula, charge and spin): 78.7 kcal per mole
Charge: +1
Energy: -366.64177 Ha
Gap between HOMO and LUMO: 7.04 eV

=====

The following is a quantum chemistry calculation of a molecular structure, C9H11RuS2, from the OMol25 dataset.

Each line ends with the Löwdin spin population.
Element x y z (Å)
Ru: -0.01753 0.01354 0.04390  0.28
C: 1.28271 1.83782 0.27387  0.03
C: 2.08294 0.70198 0.62422  0.01
C: 1.51634 0.13517 1.76943  0.00
C: 0.38268 0.89034 2.13125  -0.03
C: 0.25846 1.96308 1.21702  0.00
H: 1.49103 2.53275 -0.52382  0.01
H: 2.98975 0.39078 0.13312  0.00
H: 1.90790 -0.71993 2.29704  0.00
H: -0.23182 0.73032 3.00220  0.00
H: -0.46964 2.75706 1.24497  0.00
C: -4.18374 -2.07658 0.03729  0.01
C: -2.71332 -1.73580 0.05188  0.11
S: -2.28862 -0.11244 0.16936  0.22
C: -1.72817 -2.71014 0.04337  0.13
C: -2.04414 -4.18391 0.01857  0.01
S: -0.10322 -2.27853 0.14649  0.20
H: -4.78194 -1.16788 0.01570  0.00
H: -4.46783 -2.64795 0.92378  0.00
H: -4.44129 -2.67310 -0.83963  0.00
H: -3.11326 -4.38151 0.02728  0.00
H: -1.59715 -4.67666 0.88356  0.00
H: -1.61545 -4.64830 -0.87077  0.00

Cartesian forces (eV/Å) of the 6 atoms listed first:
Ru 0.50 0.17 3.47
C 0.45 0.17 -0.61
C 0.36 0.22 -0.78
C 0.20 -0.64 -0.33
C -0.75 -0.27 -0.22
C -0.48 0.46 -0.39

Calculated values
Spin multiplicity: 2
LUMO (alpha / beta): -0.081 / -1.350 eV
Energy: -1240.78287 Ha
Expectation value of S²: 0.828
Gap between HOMO and LUMO (alpha / beta): 7.14 / 6.08 eV

=====

The following is a quantum chemistry calculation of a single C7H10N2O2S molecule, from the OMol25 dataset.

Each line ends with the Mulliken charge.
Element x y z (Å)
N: -0.82645 -1.00137 -2.60850  -0.53
C: -0.84680 -1.37337 -1.51393  0.06
C: -0.48096 -1.74307 -0.12554  0.73
N: -0.73945 -3.11683 0.24904  -0.57
C: -1.42826 -0.78127 0.55902  -0.64
C: -1.02376 0.29573 1.25821  -0.59
C: 0.37494 0.77097 1.52984  -1.34
C: 1.30149 1.10704 0.25039  0.49
S: 3.03509 0.77073 0.32843  -0.25
C: 0.77800 1.85018 -0.70476  0.37
O: -0.53844 2.18417 -0.75865  -0.56
O: 1.43811 2.24801 -1.83548  -0.54
H: 0.58398 -1.56943 -0.11910  0.32
H: 0.02946 -3.80662 0.09552  0.22
H: -1.57190 -3.58743 0.10460  0.19
H: -2.45300 -1.10233 0.52424  0.34
H: -1.79556 1.01171 1.49047  0.63
H: 0.23987 1.77687 2.06574  0.28
H: 0.82033 0.00912 2.10614  0.50
H: 3.37292 1.36919 -0.76824  0.15
H: -0.86580 2.14229 0.14881  0.37
H: 0.59618 2.54573 -2.27626  0.37

Cartesian forces (eV/Å) of the 6 atoms listed first:
N -0.56 -0.26 0.70
C 1.26 -0.07 -1.94
C -2.00 -0.70 -0.69
N 3.51 -0.63 0.77
C 1.86 0.54 2.15
C -0.90 -0.63 -1.69

Calculated values
Spin multiplicity: 1
LUMO: 0.484 eV
SMILES string: N#C[C@H](N)/C=C\CC(S)=C(O)O
Relative energy (zero: lowest compared OMol25 entry of this formula, charge and spin): 81.7 kcal per mole
Energy: -930.80882 Ha
Gap between HOMO and LUMO: 8.35 eV

=====

The following is a quantum chemistry calculation of a molecular structure, H30O19S, from the OMol25 dataset.

Each line ends with the Mulliken charge.
Element x y z (Å)
S: -0.20300 0.18018 0.16823  -0.46
O: 0.32465 0.27326 1.56108  -0.70
O: -0.99704 1.34840 -0.10798  0.14
O: 0.94649 0.01337 -0.68239  -0.54
O: -1.12702 -0.93706 0.10088  -1.01
O: 2.63968 0.87735 2.62677  -0.79
H: 1.83206 0.80331 2.22836  0.66
H: 2.72819 1.89267 2.62773  0.32
O: -1.73870 2.66408 -2.35299  -0.76
H: -1.54054 2.11578 -1.61234  0.34
H: -0.78164 3.03394 -2.68718  0.34
O: -0.07961 3.90760 0.50132  -0.72
H: 0.03092 3.60257 1.38137  0.42
H: -0.32288 3.09561 0.16632  0.23
O: -0.55730 -2.86874 0.68039  -0.86
H: -0.15412 -3.35111 -0.12361  0.26
H: -0.82898 -1.99845 0.40388  0.74
O: 3.44772 -0.74530 0.46789  -0.72
H: 3.43776 -0.15692 1.21440  0.35
H: 2.88570 -0.51815 -0.28716  0.34
O: -3.47408 -1.62001 1.39414  -0.70
H: -3.67492 -2.45936 1.24561  0.41
H: -2.67077 -1.46899 1.10432  0.25
O: -2.21313 -1.65848 -2.14906  -0.77
H: -1.78240 -2.43629 -2.51563  0.31
H: -1.66583 -1.43878 -1.32101  0.77
O: -2.94424 -4.09239 1.00478  -0.78
H: -2.16274 -3.46330 0.97672  0.41
H: -2.92101 -4.66003 0.21378  0.26
O: -0.02697 2.39100 2.94138  -0.65
H: -0.76866 2.09281 3.45323  0.31
H: 0.26739 1.68704 2.53795  0.37
O: 2.00207 -1.67138 -2.24518  -0.66
H: 1.65170 -1.42222 -2.98254  0.40
H: 1.48104 -0.94668 -1.76415  0.60
O: 2.29312 1.65172 -2.06141  -0.66
H: 2.71537 2.31902 -1.57094  0.31
H: 2.01771 0.90378 -1.61491  0.64
O: 4.16391 -0.55540 -2.45610  -0.70
H: 3.29632 -1.15283 -2.06268  0.31
H: 4.03872 0.26477 -2.50993  0.29
O: 0.25397 -1.20580 3.65487  -0.69
H: 0.18738 -0.46252 3.01296  0.39
H: 1.01345 -1.64115 3.53973  0.26
O: -1.04956 0.04146 -3.40372  -0.81
H: -1.31250 -0.63746 -2.74501  0.34
H: -1.06349 0.78560 -2.81780  0.34
O: -2.87555 2.45144 0.98119  -0.72
H: -2.53391 3.38069 1.36611  0.27
H: -2.18472 1.79133 0.51836  0.32

Cartesian forces (eV/Å) of the 6 atoms listed first:
S 1.50 0.61 3.86
O -0.54 -0.01 -1.43
O 0.44 1.16 -1.66
O 0.05 -0.25 -1.14
O -2.40 3.93 -2.10
O 4.21 3.47 1.94

Calculated values
Spin multiplicity: 1
LUMO: 4.828 eV
Relative energy (zero: lowest compared OMol25 entry of this formula, charge and spin): 183.2 kcal per mole
Charge: -2
Energy: -1845.66692 Ha
Gap between HOMO and LUMO: 9.33 eV